1.
Density functional theory data (the ωB97M-V functional and the def2-TZVPD basis) for C23H19AlF6N2O2PSTe as an isolated structure at a distorted geometry.

Each line ends with the Mulliken spin population.
CARTESIAN COORDINATES (ANGSTROEM)
Al (-1.153, 1.488, -0.135)  0.000
O (-1.319, -2.032, 0.296)  0.000
S (-1.696, -0.904, -0.475)  0.000
O (-2.305, 0.228, 0.342)  -0.001
N (-0.375, -0.015, -0.937)  0.000
C (0.759, -0.551, -1.499)  -0.002
C (0.735, -1.724, -2.235)  -0.001
C (1.871, -2.150, -2.919)  0.001
C (3.023, -1.395, -2.906)  0.000
C (3.111, -0.232, -2.113)  0.000
C (4.249, 0.603, -2.085)  0.000
C (4.251, 1.704, -1.265)  0.001
C (3.167, 1.911, -0.407)  -0.001
N (2.078, 1.171, -0.441)  0.017
C (1.992, 0.154, -1.324)  0.004
C (-2.761, -1.225, -1.844)  0.000
C (-3.420, -2.436, -1.969)  0.000
C (-4.285, -2.615, -3.040)  0.000
C (-4.481, -1.589, -3.954)  0.000
C (-3.791, -0.389, -3.831)  0.000
C (-2.926, -0.202, -2.765)  0.000
H (-0.191, -2.277, -2.304)  0.000
H (1.822, -3.056, -3.501)  0.000
H (3.868, -1.681, -3.511)  0.000
H (5.094, 0.375, -2.721)  0.000
H (5.079, 2.392, -1.249)  0.000
H (3.192, 2.698, 0.340)  -0.001
H (-3.267, -3.213, -1.239)  0.000
H (-4.815, -3.548, -3.160)  0.000
H (-5.183, -1.715, -4.764)  0.000
H (-3.930, 0.400, -4.555)  0.000
H (-2.379, 0.727, -2.641)  0.000
F (-0.094, 2.751, -1.008)  0.001
P (-1.292, 4.077, -1.214)  0.000
F (-2.572, 4.921, -1.270)  0.000
F (-0.178, 5.108, -1.424)  0.000
F (-2.362, 2.521, -0.845)  0.000
F (-1.383, 3.547, -2.675)  0.000
F (-1.204, 4.069, 0.374)  0.000
C (-0.067, 1.458, 3.821)  0.005
Te (0.703, 1.524, 1.753)  0.053
C (1.001, -0.582, 2.151)  0.043
C (0.950, -0.806, 3.625)  0.175
C (1.427, -1.976, 4.196)  -0.051
C (1.405, -2.141, 5.573)  0.220
C (0.907, -1.128, 6.399)  0.143
C (0.470, 0.057, 5.844)  -0.010
C (0.462, 0.225, 4.458)  0.257
H (-1.160, 1.408, 3.728)  0.063
H (0.175, 2.354, 4.399)  0.017
H (1.966, -0.890, 1.749)  0.012
H (0.228, -1.165, 1.641)  0.046
H (1.841, -2.752, 3.575)  0.005
H (1.798, -3.043, 6.014)  -0.001
H (0.861, -1.280, 7.466)  0.003
H (0.102, 0.844, 6.481)  0.000

Results
- frontier orbital gap (alpha / beta) (eV) = 7.6 / 3.4
- total energy (eV) = -81545.767
- 2S+1 = 2
- energy relative to the best compared isomer or geometry (same formula, charge and spin) (eV) = 1.060
- total charge = +2


2.
Density functional theory data (the ωB97M-V functional and the def2-TZVPD basis) for C23H19AsN3O2S4V as an isolated structure at a distorted geometry.

Each line ends with the Mulliken spin population.
CARTESIAN COORDINATES (ANGSTROEM)
V (0.764, 0.324, 0.543)  2.186
C (0.788, -4.281, 0.823)  -0.001
O (0.385, -3.581, 2.041)  0.007
C (0.211, -2.323, 1.664)  0.013
N (0.504, -1.972, 0.474)  -0.027
C (1.126, -3.148, -0.162)  -0.001
C (0.697, -3.381, -1.587)  0.026
C (0.215, -2.343, -2.376)  -0.070
C (-0.105, -2.566, -3.708)  0.011
C (0.060, -3.826, -4.265)  0.000
C (0.554, -4.862, -3.485)  0.000
C (0.873, -4.639, -2.153)  0.000
C (-0.346, -1.331, 2.585)  0.109
C (-0.869, -1.568, 3.837)  -0.025
C (-1.535, -0.534, 4.482)  0.063
C (-1.771, 0.649, 3.794)  -0.025
C (-1.213, 0.803, 2.544)  0.109
N (-0.390, -0.116, 2.010)  -0.084
C (-1.494, 1.872, 1.583)  0.014
N (-1.026, 1.785, 0.401)  -0.028
C (-1.393, 3.038, -0.281)  -0.002
C (-2.437, 3.647, 0.671)  -0.001
O (-2.252, 2.906, 1.917)  0.007
C (-1.851, 2.856, -1.705)  0.034
C (-1.489, 1.738, -2.446)  -0.087
C (-1.866, 1.627, -3.777)  0.012
C (-2.604, 2.634, -4.381)  0.000
C (-2.955, 3.760, -3.650)  0.000
C (-2.579, 3.870, -2.319)  0.000
H (-0.054, -4.887, 0.489)  0.000
H (1.632, -4.917, 1.066)  0.000
H (2.204, -2.970, -0.160)  0.003
H (0.105, -1.355, -1.954)  0.051
H (-0.474, -1.750, -4.315)  -0.001
H (-0.192, -4.000, -5.303)  0.000
H (0.701, -5.844, -3.916)  0.000
H (1.275, -5.452, -1.558)  0.000
H (-0.775, -2.553, 4.273)  0.000
H (-1.925, -0.673, 5.481)  0.003
H (-2.398, 1.433, 4.195)  -0.001
H (-0.497, 3.663, -0.292)  0.003
H (-3.459, 3.482, 0.330)  0.000
H (-2.280, 4.699, 0.881)  0.000
H (-0.897, 0.959, -1.987)  0.055
H (-1.576, 0.753, -4.346)  -0.001
H (-2.901, 2.545, -5.417)  0.000
H (-3.517, 4.559, -4.118)  0.000
H (-2.844, 4.763, -1.763)  0.000
S (4.808, 1.928, -1.459)  0.007
As (3.764, 1.539, 0.298)  0.023
S (2.854, -0.505, 0.322)  -0.192
S (1.684, 2.367, 0.265)  -0.193
S (4.725, 1.963, 2.098)  0.001

Results
- frontier orbital gap (alpha / beta) (eV) = 4.8 / 4.3
- total energy (eV) = -162593.138
- 2S+1 = 3
- energy relative to the best compared isomer or geometry (same formula, charge and spin) (eV) = 1.941


3.
Density functional theory data (the ωB97M-V functional and the def2-TZVPD basis) for C23H19AsN4O12S2V as an isolated structure.

Each line ends with the Mulliken spin population.
CARTESIAN COORDINATES (ANGSTROEM)
V (-0.585, -0.061, 0.372)  1.006
C (-5.185, 5.293, -2.004)  0.000
C (-5.191, 4.039, -1.168)  0.000
C (-6.309, 3.214, -1.117)  0.000
C (-6.308, 2.054, -0.349)  0.000
C (-5.182, 1.721, 0.382)  0.000
C (-4.056, 2.537, 0.351)  0.005
C (-4.066, 3.685, -0.423)  0.000
S (-5.122, 0.215, 1.347)  0.002
O (-5.025, 0.601, 2.733)  0.000
O (-6.326, -0.527, 0.980)  0.000
N (-3.751, -0.421, 0.911)  0.001
C (-3.522, -0.924, -0.332)  -0.010
C (-4.496, -1.528, -1.177)  0.003
C (-4.116, -2.045, -2.391)  -0.006
C (-2.779, -1.990, -2.795)  0.005
C (-1.886, -1.399, -1.932)  -0.014
N (-2.231, -0.883, -0.744)  -0.001
H (-6.017, 5.301, -2.710)  0.000
H (-4.255, 5.380, -2.568)  0.000
H (-5.270, 6.185, -1.377)  0.000
H (-7.189, 3.470, -1.699)  0.000
H (-7.165, 1.393, -0.323)  0.000
H (-3.178, 2.260, 0.925)  -0.002
H (-3.176, 4.304, -0.466)  0.000
H (-5.516, -1.570, -0.831)  0.001
H (-4.864, -2.503, -3.030)  -0.001
H (-2.441, -2.382, -3.744)  0.000
H (-0.838, -1.318, -2.186)  -0.002
O (1.212, -2.342, 2.683)  0.000
As (0.095, -2.844, 1.387)  0.014
O (-1.213, -1.519, 1.896)  -0.016
O (0.466, -1.883, 0.076)  -0.002
C (-1.769, -1.317, 3.103)  -0.001
C (-2.564, -2.295, 3.699)  -0.002
C (-3.183, -2.058, 4.913)  0.000
C (-3.025, -0.839, 5.562)  0.000
C (-2.227, 0.134, 4.983)  0.000
C (-1.594, -0.100, 3.775)  0.001
S (-0.553, 1.145, 3.059)  0.009
O (-1.210, 1.512, 1.789)  -0.011
O (-0.442, 2.226, 4.006)  0.002
O (0.722, 0.478, 2.757)  0.007
H (1.206, -1.369, 2.755)  0.002
H (-2.718, -3.226, 3.167)  0.000
H (-3.813, -2.826, 5.346)  0.000
H (-3.528, -0.643, 6.500)  0.000
H (-2.081, 1.096, 5.459)  0.000
O (1.219, 5.177, -2.124)  0.000
C (1.790, 5.201, -0.936)  0.000
O (2.310, 6.206, -0.490)  0.000
C (1.779, 3.932, -0.178)  -0.003
C (2.338, 3.763, 1.068)  -0.001
N (2.175, 2.469, 1.392)  0.003
N (1.523, 1.779, 0.457)  0.004
C (1.255, 2.650, -0.494)  -0.001
C (0.353, 2.196, -1.595)  0.005
O (0.194, 2.951, -2.580)  0.005
O (-0.200, 1.085, -1.405)  -0.001
H (0.829, 4.251, -2.336)  0.000
H (2.822, 4.475, 1.715)  0.000
H (2.318, 2.004, 2.278)  0.000

Results
- frontier orbital gap (alpha / beta) (eV) = 5.7 / 5.1
- total energy (eV) = -162892.858
- 2S+1 = 2
- energy relative to the best compared isomer or geometry (same formula, charge and spin) (eV) = 0.000
- total charge = -2